No. 1
Molecular formula: C59H68N10O9
Method: DFT, ωB97M-V with the def2-TZVPD basis set

CARTESIAN COORDINATES (ANGSTROEM)
O (-3.30, -4.67, -1.49)
O (4.28, 2.55, -3.67)
O (0.18, 2.22, -5.56)
O (3.70, 2.10, -1.48)
O (1.73, 1.05, -4.41)
O (0.32, 2.30, -3.35)
O (-2.25, -4.66, -3.46)
O (-1.10, -4.82, -1.63)
O (4.62, 0.51, -2.81)
N (0.64, 4.65, -0.35)
N (2.18, -3.87, 2.25)
N (3.13, -2.67, -4.37)
N (-0.18, 3.48, 6.54)
N (-3.13, 3.15, 1.74)
N (-4.38, -2.49, 2.46)
N (3.65, 0.51, 4.22)
N (-0.45, -0.97, 0.18)
N (-1.58, -1.38, 5.52)
N (-3.10, 0.23, -3.26)
C (-3.47, -4.41, -4.14)
C (-1.11, 2.65, 7.01)
C (-0.27, 0.04, 2.33)
C (-2.91, 0.25, -4.58)
C (0.05, -2.85, 4.60)
C (-1.42, 3.54, 4.49)
C (-2.08, -0.62, -5.28)
C (3.60, 3.91, -3.54)
C (-4.58, -2.80, 1.21)
C (-0.62, -1.01, 1.54)
C (4.21, -0.20, 3.23)
C (-5.15, 3.83, 0.70)
C (-1.60, -1.60, -3.17)
C (-4.24, 3.84, 1.76)
C (4.22, 1.71, 1.79)
C (-5.09, -0.22, 1.98)
C (-1.23, -2.37, 4.69)
C (-1.42, -1.59, -4.57)
C (0.66, -1.40, 6.37)
C (3.05, -4.90, -5.18)
C (2.38, 5.92, 0.67)
C (-0.64, -0.96, 6.35)
C (-4.99, -1.93, 0.20)
C (1.91, -5.18, -4.42)
C (-2.31, -4.72, -2.13)
C (-2.38, 2.74, 5.04)
C (-4.85, 3.09, -0.42)
C (3.58, -3.62, -5.21)
C (0.70, 1.82, -4.53)
C (-5.28, -0.62, 0.68)
C (-2.23, 2.24, 6.34)
C (3.77, 2.45, 2.87)
C (0.07, 6.23, 1.40)
C (4.09, -0.49, -1.86)
C (4.16, 1.75, -2.54)
C (-4.70, -1.26, 2.87)
C (1.43, 6.61, 1.41)
C (0.36, 1.13, 1.74)
C (3.42, 1.82, 4.05)
C (-2.85, 2.40, 0.60)
C (2.30, 0.31, -5.53)
C (-0.92, -4.86, -0.16)
C (-0.96, 3.08, -3.30)
C (1.99, -2.95, -3.65)
C (2.34, -4.97, 1.49)
C (1.39, -4.16, -3.66)
C (4.45, 0.37, 1.98)
C (2.36, -2.69, 1.65)
C (0.12, 0.13, -0.34)
C (2.83, -2.58, 0.40)
C (2.86, -4.98, 0.24)
C (-0.28, 3.86, 5.28)
C (-0.23, 5.22, 0.49)
C (-2.42, -0.69, -2.57)
C (1.01, -2.35, 5.45)
C (0.58, 1.23, 0.39)
C (3.20, -3.76, -0.27)
C (-3.71, 2.33, -0.46)
C (1.92, 4.92, -0.23)
H (-4.66, -1.04, 3.92)
H (2.61, 3.79, -3.11)
H (-3.87, -3.38, -3.97)
H (-5.60, 0.12, 0.01)
H (-3.21, -4.49, -5.17)
H (-3.28, 2.40, 4.51)
H (-1.01, -0.25, 7.05)
H (-5.27, 0.76, 2.44)
H (-2.00, -2.73, 4.03)
H (3.03, -5.87, -0.31)
H (-1.02, -3.84, 0.22)
H (2.46, 4.40, -0.93)
H (0.80, 1.79, 2.44)
H (-1.20, -1.85, 1.87)
H (-3.41, 1.74, -1.28)
H (-6.06, 4.35, 0.84)
H (-1.58, 2.68, -2.53)
H (4.38, -1.43, -2.29)
H (0.37, -3.58, 3.89)
H (2.99, -0.35, -1.84)
H (3.62, 4.23, -4.57)
H (-1.20, 4.89, 0.29)
H (2.13, -1.86, 2.22)
H (2.99, -0.36, -5.11)
H (-4.36, -3.86, 0.99)
H (2.87, 2.26, 4.88)
H (1.34, -1.03, 7.10)
H (-1.60, 3.99, 3.55)
H (1.38, -0.09, -5.99)
H (-3.51, 0.96, -5.13)
H (2.99, -1.64, -0.12)
H (3.41, 6.23, 0.69)
H (0.19, 0.15, -1.41)
H (-0.45, 0.03, 3.42)
H (2.00, -2.76, 5.38)
H (2.87, 1.00, -6.18)
H (1.45, -6.16, -4.36)
H (4.49, -0.36, -0.89)
H (0.47, -4.30, -3.08)
H (-1.42, 3.05, -4.27)
H (4.42, -1.22, 3.51)
H (-1.88, 1.91, 0.57)
H (3.58, -3.64, -1.29)
H (3.71, 3.54, 2.75)
H (1.85, 7.34, 2.13)
H (0.59, 4.38, 4.85)
H (4.49, 2.15, 0.83)
H (-0.69, 6.78, 1.89)
H (-5.10, -2.12, -0.84)
H (-0.60, 4.11, -3.14)
H (0.06, -5.31, 0.09)
H (-5.52, 2.97, -1.27)
H (-2.49, -0.65, -1.52)
H (-4.25, -5.11, -3.77)
H (-0.76, -2.34, -4.95)
H (-0.99, 2.48, 8.11)
H (4.19, 4.56, -2.88)
H (4.79, -0.24, 1.11)
H (4.32, -3.30, -5.97)
H (3.65, -5.61, -5.72)
H (0.99, 2.06, -0.16)
H (-2.86, 1.49, 6.81)
H (2.02, -5.92, 1.98)
H (1.59, -2.10, -3.09)
H (-1.87, -0.37, -6.28)
H (-1.14, -2.32, -2.52)
H (-1.75, -5.55, 0.26)
H (-4.48, 4.49, 2.65)

Calculated values
* HOMO: -0.3372 Ha
* gap between HOMO and LUMO: 9.617 eV
* ΔE to the lowest compared entry with this formula, charge and spin: 30.3 kJ/mol

Atom charges from the Mulliken analysis, given in e for atoms 1 to 99: O -0.574; O -0.374; O -0.683; O -0.177; O 0.204; O 0.169; O -0.244; O -0.343; O -0.410; N 0.041; N -0.232; N -0.129; N -0.602; N 0.225; N -0.506; N -0.529; N 0.919; N -0.415; N -0.242; C -0.700; C -0.294; C -0.268; C -0.575; C -0.173; C -0.286; C -0.919; C -0.251; C -0.345; C -0.455; C -0.741; C -0.863; C 0.155; C -0.425; C 0.265; C -0.174; C -0.607; C -0.840; C -0.702; C -0.500; C -1.056; C -0.211; C -0.556; C -0.769; C 0.765; C 0.084; C -0.688; C -0.536; C 0.487; C -0.199; C -0.430; C -0.579; C -1.125; C -0.159; C 0.424; C -0.466; C -0.321; C 0.001; C -0.444; C -0.860; C -0.727; C -0.369; C -0.820; C -0.597; C -0.786; C 0.433; C -0.128; C -0.542; C 0.034; C 0.181; C -0.371; C -0.430; C -0.168; C -0.966; C -0.356; C -0.351; C -0.629; C -0.339; C -0.006; H 0.401; H -0.124; H 0.253; H 0.542; H 0.233; H 0.267; H 0.505; H 0.328; H 0.533; H 0.516; H 0.153; H 0.579; H 0.251; H 0.145; H 0.589; H 0.462; H 0.057; H 0.206; H 0.521; H 0.011; H 0.301

No. 2
Molecular formula: C23H19AuINOS2Sb
Method: DFT, ωB97M-V with the def2-TZVPD basis set

CARTESIAN COORDINATES (ANGSTROEM)
Au (0.36, 1.08, 2.68)
I (-0.57, 3.16, 1.53)
Sb (-1.38, -0.22, -0.36)
S (1.42, -0.27, 4.35)
S (-1.14, -0.70, 1.91)
O (3.04, 0.79, 2.10)
N (3.71, 0.40, 3.09)
C (-2.01, -4.38, -1.41)
C (-3.81, 1.53, 0.18)
C (2.55, 1.24, -1.42)
C (5.86, 0.08, 4.06)
C (-5.56, 2.04, -1.39)
C (5.27, -0.50, 5.20)
C (5.08, 0.51, 3.04)
C (-0.82, -2.17, -2.61)
C (-1.44, -4.49, -2.67)
C (-1.99, -3.17, -0.74)
C (3.08, -0.14, 4.22)
C (0.98, 2.69, -2.52)
C (-3.75, 0.60, -2.05)
C (2.29, 2.33, -2.24)
C (0.20, 0.88, -1.17)
C (-0.07, 1.97, -1.98)
C (-5.00, 2.17, -0.13)
C (-3.19, 0.75, -0.79)
C (-0.85, -3.39, -3.27)
C (1.51, 0.51, -0.88)
C (-1.39, -2.06, -1.34)
C (-4.94, 1.25, -2.35)
C (3.92, -0.61, 5.27)
H (-2.43, -3.09, 0.25)
H (5.89, -0.85, 6.02)
H (3.58, 0.97, -1.20)
H (3.10, 2.90, -2.66)
H (-0.34, -1.32, -3.07)
H (0.77, 3.55, -3.15)
H (-3.28, -0.03, -2.80)
H (1.72, -0.33, -0.23)
H (-5.48, 2.78, 0.62)
H (-6.48, 2.54, -1.62)
H (-1.46, -5.44, -3.18)
H (5.43, 0.97, 2.12)
H (-2.48, -5.24, -0.94)
H (-3.38, 1.63, 1.17)
H (-5.39, 1.13, -3.33)
H (6.94, 0.19, 3.97)
H (3.43, -1.03, 6.14)
H (-0.40, -3.48, -4.25)
H (-1.10, 2.27, -2.18)

Calculated values
* HOMO (spin up / spin down): -0.4069 / -0.4164 Ha
* total charge: +1
* gap between HOMO and LUMO (spin up / spin down): 7.941 / 5.334 eV
* ΔE to the lowest compared entry with this formula, charge and spin: 0.0 kJ/mol
* multiplicity: 3

For each atom in turn, the natural (NBO) charge in e is: Au 0.700; I -0.360; Sb 1.765; S 0.104; S -0.589; O -0.351; N 0.075; C -0.186; C -0.204; C -0.189; C -0.185; C -0.173; C -0.160; C -0.019; C -0.248; C -0.180; C -0.242; C -0.046; C -0.200; C -0.159; C -0.181; C -0.317; C -0.234; C -0.198; C -0.433; C -0.200; C -0.255; C -0.324; C -0.221; C -0.203; H 0.226; H 0.248; H 0.222; H 0.227; H 0.225; H 0.230; H 0.214; H 0.226; H 0.230; H 0.229; H 0.228; H 0.250; H 0.228; H 0.237; H 0.229; H 0.252; H 0.253; H 0.229; H 0.229

No. 3
Molecular formula: C42H34ClN2O2P2Pb
Method: DFT, ωB97M-V with the def2-TZVPD basis set

CARTESIAN COORDINATES (ANGSTROEM)
Pb (1.25, -0.82, 1.01)
Cl (2.24, -3.63, 0.57)
P (-0.57, -2.25, -0.48)
P (0.18, 1.66, 1.62)
O (0.10, -0.70, 2.93)
O (-1.80, -1.44, 3.85)
N (2.33, -0.15, -1.21)
N (4.28, 0.67, -4.79)
C (2.92, 1.02, -1.42)
C (2.32, 1.71, 3.29)
C (-0.44, -2.27, -3.32)
C (1.79, 2.35, 2.17)
C (-1.00, -4.83, -1.45)
C (-0.79, 3.21, 3.69)
C (1.06, -4.57, -0.29)
C (-2.44, 4.40, 0.06)
C (3.69, 3.81, 2.15)
C (-0.89, -0.17, -2.24)
C (-4.06, -2.78, 1.56)
C (4.20, 3.19, 3.28)
C (-1.22, 0.87, 4.00)
C (-0.59, 2.93, 0.54)
C (-0.59, 4.29, -1.45)
C (-1.84, 1.15, 5.21)
C (-2.34, -2.42, -0.08)
C (1.35, -5.91, -0.50)
C (-1.94, 2.45, 5.66)
C (-1.85, 3.44, 0.86)
C (2.42, -1.06, -2.18)
C (3.66, 0.39, -3.62)
C (-0.12, -4.01, -0.76)
C (3.51, 2.13, 3.85)
C (-0.97, 0.45, -3.47)
C (-0.71, -6.16, -1.69)
C (-0.76, -0.29, -4.63)
C (-1.00, -0.56, 3.57)
C (-0.70, 1.91, 3.22)
C (-4.63, -2.66, -0.77)
C (2.49, 3.41, 1.59)
C (-1.80, 4.85, -1.09)
C (-2.73, -2.59, 1.24)
C (-3.30, -2.46, -1.10)
C (3.04, -0.84, -3.38)
C (3.59, 1.34, -2.58)
C (-1.41, 3.48, 4.90)
C (0.46, -6.71, -1.20)
C (-0.63, -1.54, -2.16)
C (0.01, 3.33, -0.65)
C (-5.01, -2.81, 0.55)
C (-0.50, -1.64, -4.55)
H (2.27, -6.32, -0.11)
H (4.24, 4.63, 1.71)
H (0.69, -7.75, -1.36)
H (3.06, -1.63, -4.12)
H (-3.01, -2.33, -2.13)
H (-1.20, 1.50, -3.53)
H (3.89, 1.64, 4.73)
H (-1.94, -4.42, -1.80)
H (-1.99, -2.56, 2.04)
H (-0.10, 4.61, -2.36)
H (-0.81, 0.20, -5.59)
H (-6.06, -2.96, 0.79)
H (-2.43, 2.67, 6.61)
H (-3.40, 4.80, 0.35)
H (2.11, 3.94, 0.74)
H (1.76, 0.89, 3.73)
H (-0.37, -2.23, -5.45)
H (4.07, 2.30, -2.69)
H (-4.35, -2.89, 2.59)
H (5.12, 3.53, 3.72)
H (-2.26, 5.61, -1.69)
H (-2.23, 0.32, 5.78)
H (-0.23, -3.33, -3.26)
H (-1.04, 0.39, -1.33)
H (4.37, -0.03, -5.50)
H (-5.36, -2.69, -1.56)
H (-1.41, -6.78, -2.25)
H (-2.36, 3.09, 1.74)
H (-0.38, 4.03, 3.12)
H (0.95, 2.90, -0.96)
H (2.87, 1.73, -0.61)
H (-1.48, 4.50, 5.25)
H (1.96, -2.02, -1.97)
H (4.81, 1.51, -4.89)

Calculated values
* HOMO: -0.3908 Ha
* total charge: +1
* gap between HOMO and LUMO: 8.387 eV
* ΔE to the lowest compared entry with this formula, charge and spin: 29.5 kJ/mol

For each atom in turn, the Mulliken charge in e is: Pb 1.304; Cl -0.157; P 0.913; P 1.411; O -0.566; O -0.740; N 0.197; N -0.477; C -0.753; C -0.604; C -0.342; C 0.771; C -0.458; C -0.276; C 0.896; C -0.764; C -0.674; C -0.447; C -0.522; C -0.692; C 0.076; C 0.561; C -0.834; C -0.545; C 1.062; C -0.623; C -0.671; C -0.797; C -0.524; C 1.087; C -0.269; C -0.784; C -0.651; C -0.874; C -0.698; C -0.153; C 0.113; C -0.863; C -0.246; C -0.704; C -1.030; C -0.441; C -1.007; C -0.772; C -0.809; C -0.581; C 0.802; C -0.024; C -0.582; C -0.867; H 0.474; H 0.477; H 0.408; H 0.392; H 0.466; H 0.527; H 0.480; H 0.463; H 0.445; H 0.480; H 0.415; H 0.406; H 0.419; H 0.447; H 0.424; H 0.291; H 0.449; H 0.386; H 0.489; H 0.401; H 0.413; H 0.509; H 0.363; H 0.376; H 0.200; H 0.443; H 0.440; H 0.565; H 0.552; H 0.221; H 0.567; H 0.457; H 0.587; H 0.198

No. 4
Molecular formula: C17H17BIrN3O2
Method: DFT, ωB97M-V with the def2-TZVPD basis set

CARTESIAN COORDINATES (ANGSTROEM)
Ir (0.02, 0.34, 0.00)
O (-0.99, -1.33, -0.09)
O (1.79, -0.53, -0.02)
N (-0.05, 0.30, -1.99)
N (0.16, 0.76, 1.96)
N (-1.74, 1.26, 0.21)
C (-2.01, -1.38, -0.96)
C (-4.22, -1.66, -2.65)
C (-1.07, 1.39, 2.49)
C (3.96, -1.02, 0.59)
C (-2.87, 0.81, -0.23)
C (-2.99, -0.36, -1.04)
C (-3.24, -2.65, -2.58)
C (4.82, -0.29, 2.72)
C (4.99, -0.94, 1.49)
C (-1.68, 2.19, 1.34)
C (-2.15, -2.52, -1.74)
C (1.27, 0.81, 2.60)
C (-0.18, 0.10, -3.12)
C (-4.11, -0.53, -1.88)
C (3.59, 0.28, 3.04)
C (2.52, 0.23, 2.15)
C (2.70, -0.43, 0.89)
B (-0.43, -0.14, -4.65)
H (5.95, -1.38, 1.25)
H (4.06, -1.51, -0.36)
H (-3.78, 1.34, 0.05)
H (3.46, 0.77, 4.00)
H (-2.67, 2.58, 1.60)
H (0.13, 0.75, -5.24)
H (-4.86, 0.25, -1.92)
H (-0.85, 2.00, 3.37)
H (0.02, -1.23, -4.89)
H (-1.64, -0.10, -4.76)
H (-1.75, 0.58, 2.78)
H (1.29, 1.30, 3.57)
H (-1.04, 3.03, 1.08)
H (-5.06, -1.77, -3.32)
H (-1.38, -3.28, -1.68)
H (-3.33, -3.53, -3.20)
H (5.63, -0.23, 3.42)

Calculated values
* HOMO (spin up / spin down): -0.4232 / -0.4204 Ha
* total charge: +1
* gap between HOMO and LUMO (spin up / spin down): 6.698 / 4.485 eV
* ΔE to the lowest compared entry with this formula, charge and spin: 0.0 kJ/mol
* multiplicity: 2

For each atom in turn, the natural (NBO) charge in e is: Ir 1.328; O -0.560; O -0.504; N -0.670; N -0.441; N -0.449; C 0.448; C -0.219; C -0.241; C -0.195; C 0.227; C -0.245; C -0.106; C -0.136; C -0.169; C -0.240; C -0.280; C 0.173; C 0.524; C -0.118; C -0.139; C -0.177; C 0.437; B -0.599; H 0.247; H 0.255; H 0.211; H 0.232; H 0.233; H 0.041; H 0.225; H 0.224; H 0.034; H 0.024; H 0.234; H 0.209; H 0.220; H 0.237; H 0.243; H 0.236; H 0.243

No. 5
Molecular formula: C22H13BaN2O5
Method: DFT, ωB97M-V with the def2-TZVPD basis set

CARTESIAN COORDINATES (ANGSTROEM)
Ba (-0.18, 0.16, -0.30)
O (1.02, -4.32, 0.44)
O (-0.01, 1.51, 4.19)
O (0.25, -2.39, -0.43)
O (1.64, -3.12, 5.36)
O (-0.41, 1.34, 1.97)
N (-0.17, 1.81, -2.87)
N (0.46, -1.18, 1.95)
C (0.87, -1.17, 4.29)
C (-3.73, 1.72, -3.71)
C (4.63, 1.61, -1.23)
C (-1.33, 2.04, -3.55)
C (2.24, 2.04, -2.57)
C (1.25, -2.50, 4.21)
C (0.97, 2.30, -3.32)
C (0.81, -2.46, 1.88)
C (4.63, 2.36, -2.40)
C (-3.77, 2.47, -4.90)
C (0.70, -3.14, 0.50)
C (0.98, 3.07, -4.53)
C (3.44, 2.57, -3.06)
C (2.20, 1.28, -1.39)
C (1.22, -3.16, 3.00)
C (-2.62, 3.00, -5.40)
C (-2.55, 1.51, -3.06)
C (3.44, 1.09, -0.75)
C (-1.39, 2.79, -4.74)
C (-0.02, 0.92, 3.11)
C (0.47, -0.54, 3.12)
C (-0.16, 3.31, -5.22)
H (0.86, -0.62, 5.22)
H (1.49, -4.21, 2.88)
H (5.56, 1.43, -0.70)
H (1.88, -4.03, 5.15)
H (-4.64, 1.30, -3.31)
H (-4.72, 2.63, -5.41)
H (-2.62, 3.58, -6.32)
H (1.91, 3.47, -4.90)
H (-0.14, 3.90, -6.13)
H (-2.55, 0.93, -2.15)
H (5.55, 2.78, -2.79)
H (3.48, 3.17, -3.97)
H (3.48, 0.51, 0.17)

Calculated values
* HOMO: -0.1743 Ha
* total charge: -1
* gap between HOMO and LUMO: 6.826 eV

For each atom in turn, the Mulliken charge in e is: Ba 1.857; O -0.734; O -0.728; O -0.698; O -0.542; O -0.701; N -0.360; N -0.212; C -0.509; C -0.703; C -0.617; C 0.305; C 1.183; C 1.171; C 0.027; C -0.444; C -0.763; C -0.495; C 0.278; C -0.481; C -0.640; C -0.386; C -0.320; C -0.767; C -0.253; C -0.279; C 1.290; C 0.342; C -0.116; C -1.036; H 0.531; H 0.434; H 0.348; H 0.286; H 0.392; H 0.371; H 0.365; H 0.288; H 0.387; H 0.013; H 0.355; H 0.196; H 0.365

No. 6
Molecular formula: C12H16N2
Method: DFT, ωB97M-V with the def2-TZVPD basis set

CARTESIAN COORDINATES (ANGSTROEM)
N (-1.30, -1.74, 0.43)
N (-1.08, -0.97, 2.46)
C (2.30, 1.11, -0.07)
C (3.11, -0.02, -0.09)
C (-0.71, -1.92, 1.56)
C (0.09, 2.27, -0.60)
C (-2.06, -0.21, 1.85)
C (0.12, 3.04, -1.90)
C (1.41, -1.25, -1.17)
C (-3.23, -0.32, -0.41)
C (0.60, -0.13, -1.16)
C (1.01, 1.07, -0.61)
C (2.70, -1.22, -0.63)
C (-2.19, -0.72, 0.59)
H (0.04, -2.64, 1.85)
H (-0.94, -0.89, 3.45)
H (0.23, 2.81, 0.33)
H (-0.31, -0.22, -1.73)
H (-0.74, 3.69, -2.05)
H (1.18, -2.12, -1.70)
H (-2.82, -0.42, -1.41)
H (-3.41, 0.74, -0.22)
H (-4.22, -0.73, -0.24)
H (0.99, 3.68, -2.11)
H (3.27, -2.14, -0.73)
H (0.28, 2.37, -2.75)
H (-0.90, 1.83, -0.51)
H (4.09, 0.16, 0.33)
H (-2.42, 0.63, 2.43)
H (2.72, 1.98, 0.42)

Calculated values
* HOMO: -0.3138 Ha
* gap between HOMO and LUMO: 9.415 eV
* ΔE to the lowest compared entry with this formula, charge and spin: 79.1 kJ/mol

For each atom in turn, the natural (NBO) charge in e is: N -0.463; N -0.524; C -0.253; C -0.212; C 0.179; C -0.447; C -0.126; C -0.614; C -0.175; C -0.637; C -0.246; C 0.083; C -0.237; C 0.096; H 0.196; H 0.412; H 0.211; H 0.211; H 0.210; H 0.207; H 0.224; H 0.212; H 0.224; H 0.208; H 0.214; H 0.215; H 0.209; H 0.205; H 0.212; H 0.207